No. 1
DFT (the ωB97M-V functional and the def2-TZVPD basis) results for a 7-piece molecular cluster, C28H33FN4O2 overall.

Electronic energy ... -42340.8463 eV
SMILES ... Fc1ccccc1.c1ccncc1.c1ccncc1.c1ccncc1.c1ccncc1.CO.CO
LUMO ... 0.35 eV

```
! wB97M-V def2-TZVPD RIJCOSX def2/J DEFGRID3
* xyz 0 1
F -2.39055 -0.54385 -1.25736
C -1.54288 -0.02164 -0.30436
C -1.53107 -0.49055 1.01165
C -0.66148 0.01936 1.93857
C 0.14749 1.11570 1.62436
C 0.15998 1.61910 0.34177
C -0.68981 1.03557 -0.60500
H -2.20814 -1.30977 1.20363
H -0.60374 -0.29069 2.97149
H 0.77193 1.55478 2.38835
H 0.85510 2.37859 0.01561
H -0.72515 1.49237 -1.58300
C -0.76646 -5.06173 3.15764
C -1.50153 -3.92421 3.15204
C -2.90955 -4.03073 2.93871
N -3.56369 -5.23412 2.86971
C -2.76114 -6.27340 2.87343
C -1.39704 -6.29918 2.99788
H 0.27979 -4.95530 3.40345
H -1.03977 -2.94792 3.14649
H -3.51512 -3.13706 2.90633
H -3.21958 -7.23559 2.69898
H -0.85534 -7.21164 2.79700
C -0.28891 3.07971 -4.69059
C -0.64914 2.05584 -5.56973
C -0.03291 0.78453 -5.50218
N 0.89829 0.54182 -4.57276
C 1.25588 1.54162 -3.67688
C 0.73417 2.80209 -3.77284
H -0.79426 4.03396 -4.71139
H -1.47481 2.25718 -6.23616
H -0.35432 -0.04075 -6.12024
H 1.82326 1.28123 -2.79558
H 1.05010 3.54075 -3.05107
C 1.93612 -1.51815 -1.22238
C 2.86689 -1.89030 -0.28407
C 4.06515 -2.50408 -0.73995
N 4.32806 -2.72790 -2.02536
C 3.44230 -2.23876 -2.95146
C 2.22884 -1.65453 -2.59798
H 1.06512 -0.94383 -0.94323
H 2.76400 -1.77074 0.78434
H 4.86779 -2.78672 -0.07489
H 3.69656 -2.31179 -3.99855
H 1.55545 -1.38225 -3.39723
C -0.15528 3.09643 5.56862
C 1.07383 3.03042 4.90024
C 1.55469 4.20949 4.32172
N 0.86563 5.36299 4.38116
C -0.27966 5.42217 5.03351
C -0.82249 4.29251 5.67187
H -0.62482 2.23902 6.02773
H 1.55893 2.06560 4.91460
H 2.38662 4.28444 3.63712
H -0.55163 6.46575 5.09146
H -1.65305 4.23285 6.35963
C 4.18217 2.52370 -1.90661
O 3.33271 2.64052 -0.83694
H 4.44217 1.49091 -2.13867
H 3.67580 2.94725 -2.77396
H 5.10653 3.06517 -1.70541
H 3.78600 2.39454 -0.02723
C -5.52046 -1.36269 -3.06138
O -6.04657 -2.65015 -3.17858
H -4.45040 -1.42926 -2.86485
H -5.77363 -0.78981 -3.95347
H -5.93687 -0.77887 -2.24049
H -5.46610 -3.14999 -3.75723
*
```

---

No. 2
DFT (the ωB97M-V functional and the def2-TZVPD basis) results for one molecule with the formula C4H5NS.

Electronic energy ... -16552.8616 eV
SMILES ... CS/C=C\C#N
LUMO ... 0.12 eV
Relative energy (zero: lowest compared OMol25 entry of this formula, charge and spin) ... 1.203 eV

```
! wB97M-V def2-TZVPD RIJCOSX def2/J DEFGRID3
* xyz 0 1
C -0.65727 -1.29221 1.52813
S -0.56395 0.39552 0.95557
C -0.44089 0.30671 -0.83278
C 0.54485 0.91373 -1.51779
C 1.52949 1.58423 -0.82103
N 2.25904 2.16406 -0.14603
H 0.24739 -1.77012 1.07849
H -1.53714 -1.86074 1.11122
H -0.58215 -1.17697 2.60205
H -1.23316 -0.28030 -1.39615
H 0.43378 1.01609 -2.56167
*
```

---

No. 3
DFT (the ωB97M-V functional and the def2-TZVPD basis) results for C26H44ClIN6O5ReSSi as an isolated structure.

Electronic energy ... -88310.0481 eV
Expectation value of S² ... 3.79
LUMO (alpha / beta) ... -6.14 / -7.13 eV

```
! wB97M-V def2-TZVPD RIJCOSX def2/J DEFGRID3
* xyz 2 4
Re -10.77511 -4.81039 16.02332
Cl -15.94596 -7.46318 19.62517
C -14.88362 -6.36333 18.83580
C -15.47623 -5.16655 18.33844
C -14.70534 -4.24135 17.63590
I -15.51064 -2.36096 17.39264
C -13.41187 -4.63712 17.25285
O -12.69821 -3.98292 16.34388
C -12.81626 -5.77080 17.85768
N -11.47274 -5.89647 17.71210
C -10.77190 -6.82758 18.47725
C -11.45053 -7.81239 19.20332
C -12.84158 -7.74116 19.35797
C -13.52363 -6.66033 18.72157
H -16.48998 -4.92616 18.60173
H -9.70795 -6.79204 18.49140
H -10.83495 -8.59652 19.59038
H -13.40088 -8.55111 19.88287
N -7.81861 -8.69114 13.43244
C -7.51664 -8.04892 14.39258
N -7.30636 -7.34378 15.45513
C -8.19723 -6.51935 15.78919
N -9.14819 -5.80887 15.97945
C -11.09846 -2.75360 18.51018
O -10.13175 -3.32295 17.60847
H -10.80469 -1.71683 18.68353
H -11.01798 -3.38064 19.43314
H -12.07809 -2.76763 18.11666
H -9.79294 -2.53877 17.04551
N -9.98799 -7.69171 11.87622
C -10.68089 -6.60902 12.60778
C -11.31069 -7.13016 13.90034
N -11.96822 -6.02378 14.65906
H -9.64446 -7.24005 10.99532
H -10.54791 -8.57010 11.67215
H -9.07577 -8.11210 12.42313
H -11.47488 -6.20309 11.99420
H -9.98553 -5.79294 12.79254
H -10.55068 -7.63373 14.47855
H -12.04109 -7.92116 13.61090
H -12.77162 -6.34820 15.17311
H -12.35074 -5.35746 14.00915
C -11.28283 1.47829 13.81546
C -11.95963 0.35038 14.54314
C -12.67363 0.93030 15.77876
C -12.89706 -0.58240 13.73776
O -10.89116 -0.51368 15.09314
Si -9.56009 -1.31645 14.66206
S -10.17054 -3.49768 14.27376
O -8.60678 -1.52113 15.93351
C -7.42780 -1.03470 16.63021
C -6.45670 -2.15446 16.73607
C -7.93292 -0.61167 18.00413
C -6.92958 0.11563 15.76783
O -8.84524 -0.66985 13.35297
C -8.09417 -0.90058 12.08610
C -6.95510 -1.77684 12.39410
C -9.00286 -1.65955 11.13107
C -7.67135 0.44282 11.57174
H -11.99773 2.29274 13.73279
H -10.79952 1.18977 12.88340
H -10.46188 1.84525 14.48293
H -13.43421 1.60189 15.33976
H -11.95059 1.47263 16.40064
H -13.29481 0.16863 16.31866
H -13.93140 -0.17171 13.74602
H -12.91084 -1.51728 14.31681
H -12.61401 -0.79500 12.70602
H -6.93847 -3.01070 17.20612
H -5.59817 -1.86691 17.43098
H -5.96304 -2.35379 15.69461
H -8.27560 -1.47663 18.54096
H -8.74683 0.14697 17.79488
H -7.10287 -0.16482 18.58234
H -6.58897 -0.22863 14.76617
H -6.03101 0.56598 16.32220
H -7.71363 0.86541 15.67176
H -7.39106 -2.70845 12.79759
H -6.28380 -1.37529 13.16998
H -6.30322 -2.02217 11.48555
H -9.20006 -2.64119 11.54459
H -8.44741 -1.61429 10.19282
H -9.96088 -1.08134 11.03362
H -7.00907 0.92493 12.30655
H -8.61583 1.02032 11.27160
H -7.19549 0.29709 10.57938
*
```

---

No. 4
DFT (the ωB97M-V functional and the def2-TZVPD basis) results for a 5-piece molecular cluster, C23H56N5O6 overall.

Electronic energy ... -44481.1533 eV
LUMO ... -4.73 eV

```
! wB97M-V def2-TZVPD RIJCOSX def2/J DEFGRID3
* xyz 1 1
O 3.34162 -2.72557 1.14253
C 3.18776 -2.53216 -0.16970
O 2.65985 -3.49575 -1.14710
C 2.77446 -4.88742 -0.68708
C 1.37097 -5.53268 -0.10158
C 0.17340 -4.43954 0.14023
C -0.84345 -4.04964 -1.10040
C -1.66752 -2.86153 -0.26003
C -1.85589 -3.77465 1.12809
N -0.80611 -4.68129 1.30777
H 3.45116 -1.44622 -0.58398
H 3.04262 -5.53632 -1.65200
H 3.63221 -5.09093 0.08243
H 1.00570 -6.42314 -0.80650
H 1.63963 -6.04748 0.93887
H 0.59269 -3.37488 0.44152
H -1.58206 -4.96444 -1.30575
H -0.38359 -3.72481 -2.13223
H -1.06399 -1.85315 -0.17192
H -2.75019 -2.79850 -0.71236
H -2.74738 -3.69554 1.88944
H -0.70176 -5.36553 2.10398
C 2.05715 1.25773 -4.35127
C 2.61466 -0.01375 -3.71608
C 2.68072 -1.21173 -4.69305
O 1.41996 -1.84940 -4.92161
C 0.62313 -1.23123 -5.92023
N 1.82376 -0.33533 -2.51830
H 0.97629 1.21329 -4.50775
H 2.25075 2.12233 -3.70633
H 2.53324 1.45285 -5.31807
H 3.64059 0.20842 -3.39965
H 3.31882 -1.97920 -4.23817
H 3.15662 -0.93410 -5.64021
H 1.22639 -0.82222 -6.73662
H 0.00400 -0.45030 -5.47480
H -0.04962 -1.98827 -6.33375
H 2.24997 -1.13747 -2.05307
H 0.92024 -0.69638 -2.83983
C -6.49222 0.86210 2.33458
C -6.79342 -0.33767 1.43972
C -5.69176 -1.42353 1.47490
O -4.53225 -1.10472 0.69884
C -3.58414 -0.28910 1.36978
N -7.04033 0.13846 0.07006
H -5.71597 1.51225 1.92293
H -7.38986 1.47785 2.46122
H -6.17106 0.53662 3.32974
H -7.71658 -0.79471 1.81511
H -6.10506 -2.33374 1.02345
H -5.41554 -1.68484 2.50256
H -3.52623 -0.51569 2.43890
H -3.82144 0.76514 1.21535
H -2.60238 -0.47382 0.92399
H -7.32052 -0.65677 -0.50494
H -6.13456 0.41201 -0.32344
C -0.31067 4.09012 0.89411
C 0.60479 3.46544 -0.15597
C 0.87315 4.39039 -1.36693
O -0.20470 4.45010 -2.30663
C -1.22283 5.38061 -1.97217
N 0.03818 2.17467 -0.57608
H -1.35617 4.12410 0.57712
H -0.27765 3.50896 1.82261
H 0.00635 5.11122 1.13136
H 1.56844 3.27435 0.33074
H 1.72322 3.97568 -1.92237
H 1.17132 5.39557 -1.04854
H -0.82212 6.27578 -1.48656
H -1.97130 4.90407 -1.33634
H -1.72212 5.68374 -2.89712
H 0.69371 1.72476 -1.21592
H -0.77337 2.37828 -1.16770
C 4.36518 2.82636 3.56775
C 3.53640 1.78315 2.82225
C 2.11162 1.60303 3.39803
O 2.06028 0.82286 4.59682
C 2.31952 1.55556 5.78436
N 4.27617 0.51196 2.80113
H 4.70948 2.47424 4.54355
H 5.25869 3.08742 2.98945
H 3.79003 3.74565 3.72123
H 3.43068 2.13514 1.78932
H 1.52105 1.04583 2.66055
H 1.60736 2.56608 3.53558
H 1.92679 2.57589 5.73520
H 3.39156 1.56867 5.98962
H 1.83197 1.03759 6.61545
H 3.75597 -0.15744 2.23295
H 4.22549 0.11627 3.74502
*
```

---

No. 5
DFT (the ωB97M-V functional and the def2-TZVPD basis) results for C8H19ErNS6 as an isolated structure.

Electronic energy ... -102724.6568 eV
Expectation value of S² ... 3.75
LUMO (alpha / beta) ... -2.90 / -2.84 eV

```
! wB97M-V def2-TZVPD RIJCOSX def2/J DEFGRID3
* xyz 1 4
Er -0.08968 -0.00752 1.15125
S -0.47952 -2.58788 0.19475
S -0.52479 2.60709 0.30848
C 0.75653 -3.45354 1.23333
C 0.40496 -2.44999 -1.42418
C 1.23122 -1.16906 -1.69206
N 0.41251 0.02968 -1.39347
C 1.10512 1.29998 -1.72041
C 0.19013 2.49891 -1.39069
H -0.41498 -2.51031 -2.14434
H 1.03597 -3.33832 -1.49958
H 1.54366 -1.19220 -2.75633
H 2.12692 -1.14161 -1.07971
H 1.35515 1.35804 -2.79773
H 2.03752 1.34973 -1.16206
H -0.70088 2.46628 -2.02686
H 0.72111 3.44186 -1.53878
C 0.83306 3.40823 1.24002
H -0.40649 -0.01570 -1.98043
H 1.82218 2.94533 1.11114
H 0.58041 3.36838 2.31583
H 0.84051 4.45471 0.89293
H 0.43001 -3.38601 2.28636
H 1.77713 -3.04354 1.17697
H 0.73167 -4.50083 0.89605
C -3.29190 -0.05661 0.58044
C -2.97645 -0.08067 -0.72543
H -3.56618 0.87921 1.08331
H -3.51454 -0.97910 1.12428
H -2.99757 0.82512 -1.33828
H -2.91622 -1.01963 -1.28038
S 2.41682 -0.05943 1.87945
S 1.39318 -0.71426 3.54943
S -0.07040 0.76710 3.88175
S -1.79612 0.00657 3.04492
*
```

---

No. 6
DFT (the ωB97M-V functional and the def2-TZVPD basis) results for a 6-piece molecular cluster, C21H27F5N3O15 overall.

Electronic energy ... -70976.3042 eV
LUMO ... -2.88 eV

```
! wB97M-V def2-TZVPD RIJCOSX def2/J DEFGRID3
* xyz 1 1
C -0.90853 -3.96906 0.21412
C -1.47033 -3.26414 -0.57566
N -1.81012 -2.14432 -1.39696
C -2.60623 -1.17857 -0.54417
C -1.69405 -0.11830 0.14901
N -0.33367 -0.55703 0.44543
C 0.35862 -1.14390 -0.71027
N 1.39499 -0.18180 -1.17454
C -0.57129 -1.43645 -1.89629
H -0.35999 -4.48770 0.97958
H -2.37085 -2.52577 -2.16433
H -3.08365 -1.77684 0.23853
H -3.35164 -0.62829 -1.13574
H -2.16994 0.09586 1.11489
H -1.68096 0.83350 -0.39987
H -0.32591 -1.19709 1.23985
H 0.89868 -2.03663 -0.35433
H 1.86658 0.09577 -0.31371
H 2.08556 -0.76346 -1.65690
H -0.08996 -2.10898 -2.61887
H -0.83841 -0.49211 -2.38676
C -1.51744 0.81963 4.49769
C -1.26460 -0.08960 5.66885
O -1.33242 -1.38130 5.07261
C -0.95354 -1.23365 3.78232
O -0.64683 -2.14041 3.06468
O -0.96069 0.06553 3.41136
F -2.23218 0.01437 6.60323
H -2.58282 0.97658 4.32036
H -1.02897 1.78571 4.59522
H -0.28912 0.03963 6.14161
C -2.10352 5.46072 6.25624
C -1.34636 4.16779 6.40077
O -0.66939 4.05606 5.15996
C -0.47027 5.34134 4.71477
O 0.28110 5.63611 3.85036
O -1.24204 6.21629 5.40409
F -2.18977 3.11004 6.53372
H -3.06775 5.31751 5.76493
H -2.25926 5.96959 7.20483
H -0.61888 4.15901 7.21471
C 1.04852 -5.32147 -2.74520
C 1.76096 -6.63145 -2.52804
O 2.51545 -6.77137 -3.71539
C 2.78276 -5.51011 -4.16738
O 3.59388 -5.24011 -4.98240
O 1.98070 -4.59685 -3.54331
F 0.88692 -7.66127 -2.43193
H 0.11582 -5.45164 -3.30020
H 0.83058 -4.78986 -1.82071
H 2.43205 -6.64410 -1.66640
C 4.68131 1.25936 -3.80704
C 5.33532 0.13626 -4.56905
O 5.58715 -0.82183 -3.55288
C 4.64144 -0.63458 -2.59791
O 4.38020 -1.41520 -1.73872
O 4.00955 0.55558 -2.75660
F 6.50931 0.52045 -5.11583
H 5.41340 1.94323 -3.37491
H 3.97630 1.82768 -4.40964
H 4.70673 -0.31334 -5.34063
C -2.21177 3.47346 -3.41969
C -1.68270 4.26012 -2.24852
O -2.72913 4.13792 -1.29682
C -3.35588 2.96047 -1.55144
O -4.10086 2.41806 -0.80004
O -3.00947 2.47389 -2.77246
F -1.51651 5.56389 -2.55721
H -2.84557 4.08034 -4.06785
H -1.42384 3.01858 -4.01602
H -0.75684 3.86824 -1.82108
*
```